# 1
Molecular formula: C3H7NS2
Method: DFT, ωB97M-V/def2-TZVPD

- Charge: 0
- HOMO energy: -8.68 eV
- Relative energy (zero: lowest compared OMol25 entry of this formula, charge and spin): 71.8 kcal per mole
- Gap between HOMO and LUMO: 9.066 eV

XYZ file:
```
13
Properties=species:S:1:pos:R:3:forces:R:3:nbo_charge:R:1
C -1.482 -1.339 0.850 -2.5 4.1 1.8 -0.738
S -0.992 -0.694 -0.760 -0.4 -0.7 0.0 0.248
C -0.201 0.736 -0.067 -1.4 3.6 0.5 0.091
C -1.131 2.027 0.165 0.3 -0.9 0.5 -0.665
N 1.019 0.994 0.132 0.8 -2.1 0.1 -0.523
S 2.087 -0.368 0.074 -2.3 -1.4 -0.1 0.116
H -2.165 -2.143 1.022 -0.6 -0.4 -1.0 0.245
H -1.957 -0.354 1.456 1.1 -2.8 -1.5 0.216
H -0.634 -1.574 1.383 2.1 -0.5 1.2 0.207
H -1.624 2.094 -0.836 -0.7 0.1 1.3 0.226
H -0.427 2.921 0.156 -1.0 -1.2 0.7 0.241
H -1.829 1.935 1.213 1.8 0.4 -3.4 0.230
H 0.875 -1.402 -0.024 2.9 1.8 -0.1 0.106
```
Positions in Å, forces in eV/Å.

=====

# 2
Molecular formula: C8H12N5
Method: DFT, ωB97M-V/def2-TZVPD

- Charge: +1
- HOMO energy (alpha / beta): -11.75 / -11.89 eV
- Relative energy (zero: lowest compared OMol25 entry of this formula, charge and spin): 125.4 kcal per mole
- Gap between HOMO and LUMO (alpha / beta): 5.327 / 5.478 eV

XYZ file:
```
25
Properties=species:S:1:pos:R:3:forces:R:3:nbo_charge:R:1
C 4.791 -0.675 0.011 0.6 3.1 -0.6 -0.420
N 3.504 -0.029 -0.141 -1.9 -1.2 0.7 -0.163
N 3.347 1.274 0.272 0.0 1.3 0.4 -0.614
C 2.355 -0.701 -0.302 0.5 0.0 -1.0 0.245
N 1.258 0.028 -0.327 -4.1 -3.4 -0.1 -0.443
N -0.114 -1.042 -0.464 3.9 3.8 0.7 -0.006
C -1.202 -0.314 -0.248 -0.3 -1.3 -0.5 0.030
C -1.230 1.064 0.089 3.7 0.7 0.9 -0.076
C -2.382 1.780 0.218 -0.4 -1.6 -1.4 -0.236
C -3.610 1.096 0.019 1.6 0.1 1.0 -0.037
C -3.614 -0.327 -0.133 -2.9 -1.0 -0.5 0.148
N -4.887 -1.016 -0.165 3.4 1.7 -0.8 -0.775
C -2.435 -1.025 -0.387 -0.4 -1.2 0.8 -0.145
H 5.610 0.104 0.010 -1.1 -0.6 -0.2 0.237
H 4.871 -1.178 0.917 0.0 -1.4 1.4 0.217
H 4.877 -1.200 -0.878 0.8 -1.7 -1.2 0.233
H 3.954 1.391 1.079 -0.2 0.3 0.1 0.365
H 2.345 1.389 0.526 1.1 0.1 -0.1 0.390
H 2.387 -1.769 -0.518 0.1 0.2 0.1 0.220
H -0.099 1.332 0.288 -2.8 0.5 -0.5 0.286
H -2.378 2.833 0.248 0.0 1.1 0.6 0.248
H -4.460 1.749 0.200 -0.5 -0.8 -0.4 0.247
H -5.709 -0.622 0.196 -0.8 0.8 0.5 0.400
H -4.805 -1.979 -0.030 -0.1 -1.6 0.1 0.389
H -2.371 -2.164 -0.481 -0.4 1.9 -0.2 0.261
```
Positions in Å, forces in eV/Å.

=====

# 3
Molecular formula: C4H5NS
Method: DFT, ωB97M-V/def2-TZVPD

- Charge: 0
- HOMO energy: -8.39 eV
- Relative energy (zero: lowest compared OMol25 entry of this formula, charge and spin): 11.2 kcal per mole
- Gap between HOMO and LUMO: 9.335 eV

XYZ file:
```
11
Properties=species:S:1:pos:R:3:forces:R:3:nbo_charge:R:1
S -2.543 -0.113 -0.246 -0.9 0.0 0.5 0.007
C -0.814 -0.080 -0.060 1.3 0.0 0.2 -0.291
C 0.001 1.112 -0.043 -0.4 -0.6 -1.5 -0.287
C 1.295 0.646 -0.255 -1.7 1.4 1.7 -0.071
N 1.311 -0.700 -0.161 -2.5 1.5 -1.3 -0.479
C 0.051 -1.178 -0.108 -1.2 1.9 0.6 -0.061
H -2.945 0.330 0.989 0.4 -0.3 -0.6 0.125
H -0.435 2.146 -0.074 0.9 -1.3 0.0 0.235
H 2.158 1.225 -0.191 1.5 0.6 -0.2 0.205
H 2.067 -1.198 0.096 3.1 -2.0 0.6 0.402
H -0.146 -2.191 0.053 -0.3 -1.3 -0.1 0.213
```
Positions in Å, forces in eV/Å.

=====

Number 1: DFT total energy -26382.05971 eV. Number 2: DFT total energy -15928.98494 eV. Number 3: DFT total energy -16553.57998 eV.